Entry 1:
ORCA calculation (ωB97M-V/def2-TZVPD) on a molecular structure, C42H41F6NO9PRbS4Te at a distorted geometry.

Last column: Mulliken charge in e.
Element x y z (Å)
Rb  -1.238  -0.303  2.606  1.77
F  2.614  -3.437  5.017  -0.24
C  1.487  -3.987  4.577  0.40
F  0.952  -4.704  5.564  -0.21
F  1.771  -4.826  3.609  -0.16
S  0.285  -2.585  4.164  0.98
O  0.922  -1.427  3.573  -0.65
O  -0.937  -3.071  3.580  -0.73
N  0.090  -2.261  5.743  -0.73
S  -0.474  -0.838  6.110  0.96
O  -0.840  -0.732  7.491  -0.73
O  -1.383  -0.341  5.106  -0.46
C  0.975  0.353  6.096  0.68
F  1.265  0.854  4.902  -0.14
F  0.714  1.381  6.909  -0.25
F  2.067  -0.259  6.570  -0.27
C  0.547  -6.569  -4.265  -1.63
C  0.619  -5.647  -3.080  1.21
C  -0.534  -5.149  -2.494  -0.80
C  -0.471  -4.243  -1.441  -0.36
C  0.766  -3.835  -0.984  0.18
C  1.937  -4.356  -1.525  -0.59
C  1.856  -5.252  -2.571  -0.65
S  0.836  -2.723  0.418  0.76
O  1.507  -3.523  1.492  -0.74
C  2.064  -1.519  -0.105  0.86
C  3.091  -1.279  0.829  -0.96
C  4.068  -0.371  0.532  -1.25
C  4.016  0.363  -0.679  0.83
C  4.982  1.360  -0.979  -0.98
C  4.883  2.119  -2.110  -0.57
C  3.801  1.924  -2.998  -0.93
C  2.871  0.957  -2.744  -0.48
C  2.969  0.130  -1.593  0.85
C  1.984  -0.874  -1.322  -0.44
C  0.920  -1.199  -2.294  0.22
C  1.270  -1.789  -3.535  1.00
C  2.609  -2.063  -3.920  -0.54
C  2.911  -2.714  -5.102  -0.84
C  1.907  -3.139  -5.963  -0.86
C  0.581  -2.904  -5.600  -0.56
C  0.245  -2.258  -4.417  0.89
C  -1.130  -2.068  -4.033  -1.93
C  -1.447  -1.472  -2.856  -0.55
C  -0.453  -1.046  -1.945  -0.29
S  -0.971  -0.057  -0.587  1.94
O  -1.982  -0.853  0.215  -0.88
C  -1.887  1.161  -1.502  0.69
C  -3.296  1.085  -1.688  -2.40
C  -3.784  1.872  -2.774  -0.47
C  -3.050  2.874  -3.352  1.51
C  -3.661  3.786  -4.383  -1.69
C  -1.714  3.071  -2.946  -0.89
C  -1.136  2.184  -2.054  -0.78
H  -0.478  -6.888  -4.451  0.36
H  1.160  -7.461  -4.117  0.38
H  0.910  -6.062  -5.160  0.25
H  -1.502  -5.444  -2.882  0.27
H  -1.369  -3.824  -1.006  0.45
H  2.897  -4.037  -1.139  0.45
H  2.765  -5.629  -3.026  0.31
H  3.088  -1.844  1.751  0.69
H  4.878  -0.186  1.228  0.37
H  5.794  1.513  -0.277  0.43
H  5.620  2.885  -2.321  0.37
H  3.703  2.555  -3.873  0.42
H  2.034  0.799  -3.411  0.52
H  3.418  -1.770  -3.265  0.46
H  3.951  -2.903  -5.346  0.35
H  2.147  -3.649  -6.888  0.37
H  -0.226  -3.241  -6.244  0.38
H  -1.907  -2.415  -4.706  0.29
H  -2.487  -1.314  -2.597  0.25
H  -3.747  0.113  -1.543  0.79
H  -4.801  1.693  -3.102  0.23
H  -4.661  3.450  -4.656  0.36
H  -3.056  3.834  -5.292  0.34
H  -3.749  4.804  -3.993  0.31
H  -1.123  3.869  -3.380  0.37
H  -0.074  2.250  -1.834  0.61
C  -0.910  6.821  4.359  -1.30
C  -0.474  5.386  4.559  -0.19
O  -1.524  4.535  4.107  -0.22
P  -1.124  2.922  3.980  0.08
O  -0.169  2.833  2.670  -0.29
C  -0.578  3.008  1.286  0.95
C  -1.161  4.367  0.984  -1.12
O  -2.510  2.437  3.275  -0.02
C  -3.751  2.589  3.979  -0.28
C  -4.041  1.421  4.891  -0.93
H  -0.138  7.508  4.707  0.39
H  -1.829  7.022  4.910  0.29
H  -1.102  7.015  3.304  0.29
H  -0.260  5.182  5.615  0.37
H  0.441  5.181  3.994  0.25
H  -1.296  2.233  1.009  -0.54
H  0.335  2.834  0.714  0.31
H  -2.101  4.520  1.507  0.14
H  -1.372  4.419  -0.085  0.40
H  -0.458  5.162  1.250  0.28
H  -4.501  2.659  3.187  0.05
H  -3.740  3.538  4.523  0.29
H  -4.115  0.494  4.322  0.17
H  -5.000  1.589  5.388  0.42
H  -3.274  1.283  5.651  0.18
Te  -4.523  2.144  0.185  -0.49

Values from the calculation:
Gap between HOMO and LUMO (spin up / spin down): 0.1419 / 0.1799 Eh
Total charge: -2
E_LUMO (spin up / spin down): 3.70 / 3.71 eV
HOMO (spin up / spin down): -0.2 / -1.2 eV

***

Entry 2:
ORCA calculation (ωB97M-V/def2-TZVPD) on 2 unconnected molecules or ions with the total composition C5H8Br2 at a distorted geometry.

Last column: natural (NBO) charge in e.
Element x y z (Å)
C  1.386  -0.168  -1.012  -0.32
C  0.477  0.739  -1.299  -0.07
C  2.919  0.077  -1.096  -0.65
C  -2.091  0.061  1.939  -0.73
C  -2.119  -0.126  0.479  -0.16
Br  -3.422  0.690  -0.541  0.14
Br  -1.476  -1.886  -0.098  0.04
H  1.228  -1.260  -1.005  0.22
H  -0.516  0.791  -1.270  0.15
H  3.192  0.212  -0.010  0.22
H  3.022  1.114  -1.602  0.23
H  3.473  -0.825  -1.403  0.22
H  -1.366  -0.525  2.474  0.25
H  -1.660  1.106  2.091  0.24
H  -3.048  -0.002  2.354  0.23

Values from the calculation:
Gap between HOMO and LUMO (spin up / spin down): 0.3062 / 0.2945 Eh
E_LUMO (spin up / spin down): -0.44 / -0.22 eV
HOMO (spin up / spin down): -8.8 / -8.2 eV

***

Entry 3:
ORCA calculation (ωB97M-V/def2-TZVPD) on a gas-phase ion, C3H8NO (charge +1) at a distorted geometry.

Last column: natural (NBO) charge in e.
Element x y z (Å)
C  0.267  0.922  -0.115  0.42
C  -1.527  -0.990  0.018  -0.59
C  -1.115  0.550  -0.142  -0.56
N  2.434  -0.135  0.181  -0.47
O  1.134  -0.311  0.030  -0.22
H  0.890  1.878  -0.154  0.25
H  -1.469  -1.354  -0.987  0.24
H  -2.521  -0.854  0.542  0.25
H  -0.906  -1.532  0.838  0.24
H  -1.557  1.034  -1.066  0.29
H  -1.477  1.047  0.746  0.29
H  3.003  -1.047  0.355  0.44
H  2.843  0.794  -0.248  0.40

Values from the calculation:
Gap between HOMO and LUMO (spin up / spin down): 0.3170 / 0.2840 Eh
Total charge: +1
E_LUMO (spin up / spin down): -6.07 / -6.42 eV
HOMO (spin up / spin down): -14.7 / -14.1 eV

***

Entry 4:
ORCA calculation (ωB97M-V/def2-TZVPD) on a molecular structure, C46H52As2F2N2O12PbSbSe4 at a distorted geometry.

Last column: Mulliken charge in e.
Element x y z (Å)
Pb  -2.076  -0.743  0.004  2.88
Se  -5.319  1.338  5.656  -0.58
Sb  -5.788  -0.350  4.015  0.20
Se  -4.162  0.069  1.871  -0.46
Se  -4.444  -1.956  0.895  -0.63
Se  -6.295  1.019  1.775  -0.37
C  -2.044  2.711  1.955  -1.32
C  -2.260  3.645  0.768  0.38
C  -0.941  3.837  0.025  -1.37
C  -3.454  3.210  -0.070  0.67
C  -4.615  3.938  0.166  -0.65
C  -5.787  3.678  -0.511  -1.56
C  -5.789  2.694  -1.475  -0.52
C  -4.660  1.932  -1.756  0.40
C  -4.892  0.906  -2.861  0.52
C  -5.519  -0.356  -2.264  -1.01
C  -3.728  0.537  -3.778  -1.52
C  -3.482  2.156  -1.012  0.00
N  -2.359  1.315  -1.220  0.71
C  -1.487  1.677  -2.187  0.08
C  -1.592  2.901  -2.893  -0.44
C  -0.693  3.280  -3.862  -1.10
C  0.370  2.461  -4.218  -0.84
C  0.485  1.231  -3.591  0.18
C  -0.418  0.866  -2.621  -0.71
F  -0.262  -0.414  -2.115  1.52
H  -1.282  3.107  2.626  0.55
H  -1.710  1.734  1.610  0.08
H  -2.971  2.600  2.519  0.30
H  -2.528  4.627  1.179  0.74
H  -0.541  2.888  -0.314  -0.35
H  -0.215  4.284  0.704  0.68
H  -1.061  4.493  -0.834  0.45
H  -4.596  4.738  0.895  0.38
H  -6.686  4.236  -0.297  0.31
H  -6.700  2.504  -2.026  0.39
H  -5.650  1.356  -3.515  0.64
H  -4.809  -0.860  -1.613  -0.15
H  -5.829  -1.044  -3.051  0.42
H  -6.395  -0.095  -1.674  0.31
H  -2.927  0.045  -3.239  -0.09
H  -3.324  1.421  -4.268  0.36
H  -4.086  -0.139  -4.554  0.42
H  -2.424  3.548  -2.652  0.65
H  -0.821  4.233  -4.358  0.39
H  1.074  2.757  -4.981  0.43
H  1.259  0.525  -3.850  -0.08
C  4.588  0.549  4.372  -1.04
C  3.372  1.428  4.675  -0.21
C  3.704  2.918  4.760  -1.20
C  4.262  3.425  3.436  -1.47
C  3.470  2.898  2.269  0.81
C  3.631  3.471  1.027  -0.60
C  2.904  3.006  -0.063  -0.08
F  3.122  3.586  -1.261  -0.43
C  1.997  1.984  0.059  0.00
C  1.820  1.380  1.308  0.78
C  0.891  0.252  1.452  0.07
O  0.508  -0.391  0.459  0.00
C  0.535  -0.046  2.812  0.19
C  1.331  0.399  3.818  -0.20
N  2.379  1.229  3.636  0.23
C  2.559  1.836  2.417  -0.18
C  -0.717  -0.832  3.209  -1.38
O  -0.671  -1.500  4.232  -0.81
O  -1.733  -0.645  2.475  0.36
H  5.352  0.691  5.133  0.42
H  5.012  0.785  3.399  0.32
H  4.300  -0.501  4.359  0.02
H  2.932  1.105  5.625  0.50
H  4.414  3.097  5.568  0.45
H  2.781  3.454  4.992  0.36
H  5.307  3.122  3.325  0.38
H  4.245  4.517  3.424  0.51
H  4.325  4.286  0.896  0.55
H  1.423  1.638  -0.787  -0.20
H  1.137  0.070  4.830  0.58
O  -2.549  -2.348  -2.245  -0.76
H  -3.326  -2.013  -2.710  0.32
H  -1.794  -2.262  -2.853  0.24
C  2.509  -4.791  -4.286  -0.61
O  1.425  -3.928  -4.571  -0.40
C  0.855  -3.145  -3.636  -0.59
O  -0.223  -2.650  -3.897  -0.69
C  1.449  -3.016  -2.301  0.12
C  2.687  -2.568  -2.045  1.25
As  3.748  -2.746  -0.408  -0.44
C  3.927  -0.825  -0.011  -0.51
C  2.310  -3.179  0.829  0.65
C  1.056  -3.562  0.570  0.00
As  0.014  -3.126  -0.983  2.10
C  -0.641  -4.938  -1.417  -1.54
C  0.185  -4.200  1.580  -0.54
O  0.450  -5.224  2.161  -0.66
O  -0.993  -3.579  1.623  -0.01
C  -1.930  -3.999  2.609  -0.88
C  2.826  -3.140  2.200  0.10
O  4.016  -3.071  2.451  -0.67
O  1.857  -3.047  3.097  0.14
C  2.173  -3.039  4.477  -0.98
C  3.543  -1.978  -3.074  -0.31
O  4.755  -1.935  -2.974  -0.62
O  2.861  -1.421  -4.077  -0.08
C  3.606  -0.705  -5.048  -0.90
H  2.879  -5.121  -5.256  0.28
H  2.164  -5.661  -3.720  0.28
H  3.323  -4.312  -3.739  0.27
H  4.708  -0.387  -0.632  0.51
H  4.195  -0.706  1.037  0.35
H  2.976  -0.343  -0.215  -0.17
H  0.153  -5.683  -1.365  0.43
H  -1.073  -4.918  -2.417  0.46
H  -1.428  -5.199  -0.710  0.40
H  -2.912  -4.015  2.140  0.16
H  -1.912  -3.274  3.425  0.12
H  -1.668  -4.992  2.978  0.45
H  1.392  -2.448  4.953  0.23
H  3.168  -2.618  4.636  0.33
H  2.145  -4.064  4.851  0.28
H  2.875  -0.218  -5.689  0.26
H  4.223  -1.388  -5.634  0.34
H  4.247  0.032  -4.558  0.30

Values from the calculation:
Gap between HOMO and LUMO: 0.2143 Eh
Total charge: -1
E_LUMO: 1.07 eV
HOMO: -4.8 eV

***

Number 1: total energy -141021.6151 eV. Number 2: total energy -145394.0778 eV. Number 3: total energy -6766.1355 eV. Number 4: total energy -476383.3614 eV.